135
Properties=species:S:1:pos:R:3 method="wB97M-V/def2-TZVPD" homo_lumo_gap_ev=6.55 total_charge=+1 total_energy_ev=-71343.112 e_homo_ev=-9.70 e_lumo_ev=-3.142 de_lowest_ev=0.000 max_force_ev_per_a=3.9
C 0.915 3.053 -2.746
C 1.043 1.622 -3.258
C -0.354 1.052 -3.436
C 1.711 1.693 -4.641
C 1.897 0.745 -2.306
C 2.614 -0.339 -2.833
C 3.715 -0.860 -2.146
C 4.221 -0.179 -1.039
C 3.638 1.030 -0.642
C 4.588 2.163 -0.130
C 4.593 2.279 1.391
C 4.310 3.502 -0.831
C 6.042 1.842 -0.508
C 2.232 1.123 -0.968
N 1.256 1.520 -0.007
C 0.025 0.998 0.382
C -0.589 -0.410 0.222
C -2.127 -0.242 0.428
C -2.789 0.727 -0.328
C -4.140 0.976 -0.144
C -4.815 0.252 0.857
N -5.901 0.910 1.509
O -6.437 0.390 2.517
O -6.260 2.031 1.061
C -4.232 -0.878 1.454
C -2.878 -1.108 1.254
N -0.446 1.829 1.389
C -1.517 1.727 2.350
C -1.388 0.894 3.497
C -0.040 0.537 4.193
C -0.246 -0.532 5.269
C 0.511 1.802 4.859
C 1.042 0.000 3.272
C -2.565 0.568 4.194
C -3.720 1.309 4.010
C -3.687 2.406 3.155
C -2.591 2.669 2.321
C -2.660 4.037 1.548
C -4.111 4.531 1.415
C -2.128 4.019 0.122
C -1.945 5.116 2.368
C 0.477 2.873 1.580
C 1.489 2.687 0.746
H 1.899 3.503 -2.575
H 0.396 3.645 -3.508
H 0.322 3.104 -1.830
H -0.339 0.045 -3.870
H -0.882 1.026 -2.475
H -0.929 1.697 -4.118
H 1.738 0.724 -5.154
H 1.141 2.384 -5.276
H 2.737 2.073 -4.558
H 2.330 -0.721 -3.814
H 4.230 -1.745 -2.505
H 5.125 -0.553 -0.557
H 4.966 1.345 1.827
H 5.272 3.091 1.682
H 3.613 2.479 1.825
H 4.513 3.400 -1.907
H 3.293 3.884 -0.737
H 4.991 4.267 -0.429
H 6.154 1.674 -1.583
H 6.683 2.692 -0.237
H 6.422 0.969 0.030
H -0.219 -0.824 1.164
H -2.213 1.311 -1.047
H -4.681 1.760 -0.675
H -4.848 -1.469 2.137
H -2.410 -1.951 1.768
H -0.705 -1.431 4.846
H 0.720 -0.826 5.699
H -0.863 -0.158 6.090
H 0.734 2.569 4.109
H -0.222 2.204 5.567
H 1.437 1.570 5.402
H 1.379 0.724 2.531
H 1.922 -0.305 3.866
H 0.699 -0.902 2.763
H -2.594 -0.249 4.919
H -4.642 1.065 4.542
H -4.553 3.065 3.161
H -4.500 4.879 2.376
H -4.145 5.389 0.731
H -4.775 3.756 1.017
H -1.056 3.826 0.059
H -2.676 3.293 -0.489
H -2.292 5.018 -0.319
H -0.861 4.998 2.369
H -2.167 6.112 1.959
H -2.299 5.086 3.406
H 0.360 3.641 2.321
H 2.327 3.325 0.582
C 0.738 -4.989 -3.133
C 1.281 -3.548 -3.189
C 2.593 -3.550 -3.980
C 0.263 -2.698 -3.916
C 1.545 -3.082 -1.750
N 2.540 -3.782 -1.133
C 2.530 -3.596 0.232
C 1.415 -2.774 0.523
C 0.843 -2.931 1.788
C 1.608 -3.533 2.805
C 2.808 -4.204 2.513
C 3.249 -4.302 1.186
C 0.907 -2.298 -0.758
C -0.271 -1.332 -0.879
C -1.450 -2.271 -1.227
C -1.532 -3.519 -0.610
C -2.507 -4.435 -0.995
C -3.461 -4.102 -1.953
C -4.464 -5.148 -2.345
C -3.450 -2.815 -2.498
C -2.452 -1.906 -2.144
H -0.186 -5.033 -2.540
H 0.506 -5.336 -4.151
H 1.468 -5.688 -2.702
H 3.082 -2.578 -3.935
H 3.296 -4.312 -3.626
H 2.381 -3.769 -5.034
H 0.581 -1.652 -3.965
H 0.135 -3.076 -4.945
H -0.708 -2.767 -3.422
H 3.164 -4.438 -1.589
H -0.205 -2.668 1.980
H 1.246 -3.499 3.837
H 3.384 -4.672 3.318
H 4.115 -4.888 0.884
H -0.027 -0.718 -1.763
H -0.839 -3.811 0.183
H -2.554 -5.406 -0.495
H -5.375 -4.689 -2.733
H -4.078 -5.848 -3.101
H -4.710 -5.744 -1.458
H -4.252 -2.506 -3.172
H -2.440 -0.907 -2.593

---

146
Properties=species:S:1:pos:R:3 method="wB97M-V/def2-TZVPD" homo_lumo_gap_ev=7.02 total_energy_ev=-94298.207 e_homo_ev=-8.19 e_lumo_ev=-1.166 max_force_ev_per_a=2.0
C 4.023 5.372 -0.075
C 4.115 3.850 -0.346
C 3.150 3.112 0.621
C 3.861 2.521 1.854
C 2.232 2.131 -0.107
C 2.625 0.860 -0.477
C 4.035 0.349 -0.222
C 4.202 -0.413 1.115
O 5.280 -0.504 1.626
I 2.465 -1.306 2.097
C 1.762 -0.031 -1.108
C 2.198 -1.428 -1.501
C 2.560 -1.599 -2.990
C 3.934 -0.985 -3.399
C 3.843 -0.738 -4.926
C 5.076 -1.992 -3.134
C 0.466 0.361 -1.369
C 0.064 1.649 -1.040
C 0.938 2.517 -0.424
C 0.417 3.913 -0.106
B -0.412 3.923 1.247
O -1.036 5.092 1.596
O -0.480 2.821 2.104
C -1.356 2.010 -1.399
O -1.717 3.086 -1.839
C -2.395 0.909 -1.256
C -1.974 -0.357 -1.565
C -2.826 -1.425 -1.523
C -4.120 -1.192 -1.165
C -4.577 0.067 -0.851
C -6.063 0.159 -0.532
C -6.780 0.294 -1.922
C -7.892 1.351 -1.895
N -7.723 2.538 -2.714
O -8.893 1.193 -1.237
C -3.713 1.160 -0.884
C -4.213 2.549 -0.552
C -0.545 -0.553 -2.004
O -0.306 -1.412 -2.829
H 3.988 5.521 1.010
H 3.065 5.755 -0.439
H 4.843 5.933 -0.523
H 3.717 3.723 -1.360
H 5.145 3.491 -0.306
H 2.493 3.875 1.037
H 3.227 1.799 2.380
H 4.795 2.013 1.616
H 4.101 3.301 2.582
H 4.670 1.231 -0.168
H 4.383 -0.313 -1.008
H 3.044 -1.801 -0.919
H 1.382 -2.118 -1.269
H 2.644 -2.676 -3.168
H 1.821 -1.206 -3.683
H 4.088 -0.001 -2.947
H 3.759 -1.676 -5.482
H 4.679 -0.138 -5.295
H 2.928 -0.166 -5.120
H 5.817 -1.976 -3.937
H 5.590 -1.715 -2.204
H 4.724 -3.018 -3.014
H -0.140 4.330 -0.944
H 1.234 4.623 0.061
H -1.631 4.881 2.328
H -0.778 2.097 1.533
H -2.441 -2.397 -1.805
H -4.799 -2.040 -1.166
H -6.426 -0.782 -0.120
H -6.308 0.981 0.135
H -7.206 -0.653 -2.260
H -6.032 0.600 -2.658
H -7.067 3.151 -2.230
H -7.218 2.230 -3.543
H -4.038 3.194 -1.414
H -3.701 2.996 0.306
H -5.276 2.568 -0.321
N -8.145 0.790 2.932
C -8.223 -0.296 3.760
C -7.166 -0.241 4.629
C -6.423 0.929 4.317
C -7.052 1.544 3.268
H -8.790 1.003 2.192
H -9.021 -1.012 3.659
H -6.951 -0.957 5.404
H -5.534 1.278 4.806
H -6.820 2.449 2.733
N 4.420 -3.478 4.435
C 5.361 -4.469 4.427
C 5.300 -5.119 5.632
C 4.277 -4.496 6.395
C 3.753 -3.490 5.626
H 4.243 -2.836 3.681
H 5.992 -4.626 3.569
H 5.918 -5.948 5.933
H 3.962 -4.758 7.392
H 2.966 -2.782 5.823
N 2.391 6.560 -3.234
C 1.842 7.764 -2.884
C 2.584 8.751 -3.474
C 3.619 8.118 -4.214
C 3.471 6.768 -4.047
H 2.052 5.662 -2.939
H 0.975 7.813 -2.246
H 2.405 9.810 -3.387
H 4.383 8.600 -4.801
H 4.040 5.939 -4.435
N 0.356 -7.105 -4.096
C -0.214 -5.938 -3.664
C 0.495 -4.898 -4.203
C 1.534 -5.460 -4.995
C 1.419 -6.822 -4.911
H 0.044 -8.027 -3.854
H -1.072 -5.949 -3.013
H 0.293 -3.850 -4.047
H 2.278 -4.924 -5.562
H 2.001 -7.611 -5.357
N -1.270 -8.622 -8.068
C -1.300 -9.632 -8.991
C -0.186 -10.406 -8.804
C 0.543 -9.842 -7.722
C -0.152 -8.744 -7.289
H -1.961 -7.900 -7.977
H -2.108 -9.712 -9.698
H 0.077 -11.279 -9.377
H 1.472 -10.202 -7.310
H 0.051 -8.042 -6.497
N 1.441 -1.763 8.296
C 0.800 -1.811 9.504
C 0.668 -0.527 9.961
C 1.247 0.330 8.987
C 1.713 -0.462 7.972
H 1.675 -2.561 7.734
H 0.497 -2.750 9.933
H 0.206 -0.233 10.889
H 1.314 1.405 9.027
H 2.213 -0.214 7.051
N -2.193 3.773 4.872
C -3.026 2.856 5.447
C -3.490 3.384 6.621
C -2.915 4.677 6.759
C -2.121 4.888 5.663
H -1.708 3.642 4.003
H -3.213 1.909 4.971
H -4.166 2.900 7.306
H -3.067 5.370 7.569
H -1.514 5.731 5.379